{
  "formula": "C22H42Cl3N2O4SiY",
  "method": "ωB97M-V/def2-TZVPD",
  "symbols": ["Y", "Cl", "Cl", "Cl", "Si", "O", "O", "O", "O", "N", "N", "C", "C", "C", "C", "C", "C", "C", "C", "C", "C", "C", "C", "C", "C", "C", "C", "C", "C", "C", "C", "C", "C", "H", "H", "H", "H", "H", "H", "H", "H", "H", "H", "H", "H", "H", "H", "H", "H", "H", "H", "H", "H", "H", "H", "H", "H", "H", "H", "H", "H", "H", "H", "H", "H", "H", "H", "H", "H", "H", "H", "H", "H", "H", "H"],
  "xyz": [[-0.467, -1.068, 2.121], [-1.554, -3.091, 3.481], [2.126, -0.988, 2.152], [0.114, -2.437, 0.040], [0.449, -4.604, 0.409], [-0.238, 1.259, 1.854], [0.400, -0.482, -2.033], [-0.746, -0.433, 4.241], [-1.993, -0.589, 0.492], [0.316, 3.436, 2.139], [-2.733, 0.027, -1.586], [-2.494, 0.260, -0.292], [1.399, 0.451, -1.931], [0.740, 4.641, -1.262], [0.236, 0.531, -5.641], [-1.253, -5.326, 0.708], [-0.034, -0.385, 6.449], [0.633, 0.917, -4.271], [-0.170, 2.397, -1.405], [1.642, -1.368, -3.748], [0.468, -0.222, 5.037], [1.511, -4.690, 1.975], [-1.076, 3.832, 2.286], [2.024, 4.100, -1.225], [-2.473, -1.283, -2.178], [1.182, -5.570, -1.000], [2.204, 2.722, -1.297], [1.204, 0.048, -3.391], [-3.264, 1.069, -2.483], [1.304, 4.510, 2.243], [0.640, 2.159, 1.917], [1.102, 1.854, -1.503], [-0.367, 3.778, -1.310], [-1.376, -6.180, 0.027], [-1.096, -1.342, 4.466], [1.034, 0.742, -6.374], [1.123, 5.274, 1.470], [1.702, 1.928, 1.811], [-0.921, 0.254, 6.540], [0.426, -5.675, -1.797], [-1.437, -1.331, -2.533], [2.094, -5.142, -1.412], [2.318, 4.106, 2.121], [-3.158, -1.394, -3.029], [2.890, 4.772, -1.157], [-0.650, 1.108, -5.962], [0.578, 5.729, -1.249], [1.212, 4.995, 3.230], [-2.790, 1.264, 0.077], [-0.372, -1.424, 6.566], [-2.636, -2.062, -1.436], [1.861, -1.546, -4.813], [-2.468, 1.485, -3.103], [-1.148, 4.569, 3.098], [2.323, 0.073, -1.495], [1.260, -0.939, 4.761], [1.784, -3.688, 2.382], [-3.720, 1.868, -1.893], [0.354, 1.903, -3.945], [-1.021, 1.711, -1.404], [2.449, -5.233, 1.715], [3.209, 2.289, -1.230], [0.713, -0.129, 7.197], [-4.006, 0.613, -3.134], [-2.043, -4.589, 0.518], [-1.689, 2.953, 2.521], [1.402, -6.578, -0.610], [-1.396, 4.185, -1.301], [0.950, -5.265, 2.744], [-1.449, 4.308, 1.367], [-1.329, -5.665, 1.744], [-0.024, -0.537, -5.741], [0.865, 0.774, 4.796], [2.515, -1.611, -3.127], [0.830, -2.027, -3.392]],
  "forces_ev_per_a": [[0.2, 0.9, -1.1], [0.1, 0.1, -0.3], [-0.3, 0.1, 0.3], [0.6, -2.4, -1.4], [-0.2, 0.2, 1.1], [0.6, 0.3, 0.2], [-2.7, -0.4, 3.6], [0.5, -0.2, 0.3], [-0.6, 0.6, -0.1], [0.3, -0.4, -0.1], [-0.3, 0.3, 1.0], [0.0, -0.3, -0.8], [0.2, -0.5, -1.4], [-0.6, 0.1, 0.0], [-0.4, -0.1, -0.9], [0.1, 0.1, -0.3], [-0.1, 0.1, 0.0], [0.1, -0.1, 0.0], [-0.6, 0.1, 0.1], [0.3, -0.1, 0.0], [-0.1, -0.1, 0.2], [0.2, 0.0, -0.2], [-0.3, 0.1, 0.1], [0.2, 0.2, 0.1], [0.2, 0.0, -0.5], [-0.2, 0.3, -0.3], [-0.3, -0.3, -0.2], [0.9, 1.0, -0.4], [0.3, -0.2, 0.5], [0.0, 0.0, 0.0], [-1.1, 0.2, 0.1], [1.2, 0.3, 0.1], [0.0, 0.1, 0.2], [-0.1, 0.2, 0.2], [0.0, 0.5, 0.2], [-0.3, -0.1, -0.1], [0.1, -0.4, 0.2], [0.0, 0.0, 0.0], [0.3, 0.0, 0.3], [0.4, 0.0, 0.2], [-0.2, 0.1, 0.1], [0.0, 0.0, -0.1], [-0.4, 0.1, 0.0], [0.1, -0.1, 0.3], [-0.4, -0.4, 0.0], [0.2, -0.2, -0.1], [0.2, -0.6, 0.0], [0.1, -0.3, -0.3], [0.2, -0.4, -0.2], [0.2, 0.2, 0.2], [-0.1, 0.1, 0.0], [0.1, 0.2, 0.4], [0.1, -0.1, 0.0], [0.0, -0.2, -0.1], [0.3, 0.1, 0.4], [-0.5, 0.2, 0.1], [-0.2, -0.8, -0.3], [0.0, -0.1, -0.1], [0.2, 0.3, 0.1], [0.5, 0.4, -0.4], [-0.5, 0.4, 0.3], [-0.4, 0.2, -0.2], [0.0, -0.1, 0.1], [-0.1, 0.1, 0.1], [0.1, -0.2, 0.1], [0.2, 0.3, -0.1], [-0.1, 0.3, 0.0], [0.7, -0.2, 0.0], [0.4, 0.4, -0.4], [0.2, -0.2, 0.2], [-0.1, 0.0, -0.1], [0.0, 0.3, 0.0], [-0.4, -0.2, 0.1], [0.0, -0.1, -0.3], [0.5, 0.0, -0.6]],
  "lumo_ha": 0.00470,
  "charge": 0,
  "total_energy_ha": -2982.5023
}